# C13H39InNO13P4

A molecular structure, C13H39InNO13P4 (the ωB97M-V functional and the def2-TZVPD basis, the OMol25 dataset).

Geometry as ORCA input:
```
! RIJCOSX wB97M-V def2-TZVPD def2/J DEFGRID3
* xyz -1 1
C -6.4948 -0.2014 7.2513
P -6.1900 -1.7142 6.1537
C -4.8791 -1.0562 4.9470
In -8.2492 -2.0233 4.6394
O -9.1808 -3.8053 5.2548
C -9.6282 -0.3070 5.0922
C -10.9183 -0.3198 4.3132
N -11.5402 0.7597 4.0676
H -6.5604 0.6653 6.5726
H -7.4656 -0.2918 7.7495
H -5.6693 -0.0660 7.9601
H -4.9279 -1.5835 3.9908
H -3.9086 -1.2409 5.4242
H -5.0439 0.0265 4.8377
H -7.8078 -2.2059 2.9259
H -9.0668 -3.8256 6.2116
H -9.0735 0.6284 4.9427
H -9.9208 -0.3648 6.1537
H -11.3709 -1.2579 3.9548
H -12.3830 0.5381 3.5310
C -0.6983 1.4444 0.6316
O -2.0259 1.8739 0.3429
P -3.1835 0.6656 0.2194
O -2.7896 -0.1988 1.3759
O -2.5826 0.1202 -1.1997
C -2.3534 1.0610 -2.2509
O -4.6671 -0.0438 -0.1321
C -5.7799 0.3808 0.6823
H -0.0213 2.2423 0.3233
H -0.5830 1.2811 1.7018
H -0.4408 0.5396 0.0837
H -1.2792 1.2253 -2.3548
H -2.8373 2.0193 -2.0599
H -2.7391 0.6481 -3.1827
H -5.9267 1.4570 0.5857
H -5.6090 0.1247 1.7289
H -6.6750 -0.1286 0.3348
C 1.9420 -2.4186 -0.7945
O 3.0121 -2.0644 0.0783
P 3.7004 -0.5319 -0.1414
O 2.3432 0.1096 -0.3285
O 4.3616 -0.9727 -1.5682
C 5.2956 -2.0625 -1.5872
O 4.4480 0.9957 -0.2963
C 4.4708 1.7826 0.9047
H 1.8675 -3.5071 -0.7833
H 1.0069 -1.9986 -0.4307
H 2.1323 -2.0884 -1.8158
H 4.8152 -2.9346 -2.0320
H 5.6423 -2.3253 -0.5872
H 6.1527 -1.7814 -2.1982
H 5.0073 1.2590 1.6961
H 3.4540 2.0042 1.2335
H 4.9877 2.7158 0.6899
C 10.7878 0.2054 -6.3490
O 10.0118 1.2453 -5.7651
P 8.5323 0.7918 -5.1179
O 8.9252 -0.4825 -4.4333
O 7.8702 0.5351 -6.5852
C 7.9760 1.5645 -7.5754
O 6.9994 0.9655 -4.4499
C 6.9491 1.5382 -3.1305
H 11.5008 0.6783 -7.0259
H 11.3371 -0.3306 -5.5775
H 10.1670 -0.4865 -6.9182
H 8.7042 1.2610 -8.3291
H 8.2902 2.5170 -7.1485
H 7.0061 1.6926 -8.0533
H 7.3925 2.5343 -3.1354
H 7.4752 0.9017 -2.4170
H 5.9062 1.6207 -2.8324
*
```

## Properties
Strongest force on any atom in eV/A: 9.23
Energy in eV: -84545.443
HOMO level in eV: -3.502
Gap between HOMO and LUMO in eV: 1.95


# C13H39N2O15PS

A molecular structure, C13H39N2O15PS (the ωB97M-V functional and the def2-TZVPD basis, the OMol25 dataset).

Geometry as ORCA input:
```
! RIJCOSX wB97M-V def2-TZVPD def2/J DEFGRID3
* xyz 0 1
C -1.2928 -0.2874 0.5787
C -1.7870 1.0397 0.0789
N -1.5542 1.3652 -1.1267
C -2.5020 2.0331 0.9834
O -2.8467 1.5559 2.3127
S -4.0200 0.4889 2.3361
O -4.0994 0.0681 3.7099
O -5.3844 1.4339 2.1476
P -6.2492 1.2461 0.7817
N -5.5546 1.9147 -0.4145
O -6.6031 -0.2951 0.5652
O -7.6370 1.8540 1.2406
H -0.2504 -0.1986 0.8965
H -1.3465 -0.9910 -0.2498
H -1.8728 -0.7094 1.3978
H -1.9203 2.2980 -1.3328
H -3.3891 2.4298 0.4849
H -1.8227 2.8667 1.1543
H -5.4003 1.2974 -1.2002
H -5.9675 -0.9128 0.9431
H -7.5235 2.5027 1.9474
C -6.5026 0.9988 7.6390
C -7.2832 0.8758 6.3490
O -6.7603 1.7714 5.3683
O -6.5452 2.3305 8.1266
H -6.9201 0.3479 8.4078
H -5.4557 0.7160 7.4652
H -8.3206 1.1697 6.5068
H -7.2544 -0.1526 5.9754
H -5.8949 1.4392 5.1004
H -6.5020 2.9023 7.3502
C 3.3455 0.0528 -1.2888
C 2.3499 0.8991 -0.5283
O 1.7670 0.1283 0.5369
O 2.7387 -1.1147 -1.8202
H 3.7681 0.6147 -2.1229
H 4.1596 -0.2487 -0.6123
H 1.5239 1.1908 -1.1772
H 2.8232 1.7926 -0.1246
H 2.4451 -0.0184 1.2048
H 2.1002 -1.4032 -1.1566
C 2.0224 -4.2050 -3.5524
C 2.0270 -4.8399 -4.9275
O 3.3455 -4.7861 -5.4671
O 2.4897 -2.8704 -3.6002
H 1.0157 -4.1950 -3.1305
H 2.6798 -4.7854 -2.8864
H 1.3931 -4.2795 -5.6140
H 1.6711 -5.8747 -4.8766
H 3.8991 -5.3806 -4.9497
H 3.1955 -2.8662 -4.2597
C 3.6124 5.2371 -0.8147
C 2.5065 5.9440 -1.5671
O 1.4017 6.1940 -0.6968
O 3.1337 4.0206 -0.2603
H 4.4453 4.9998 -1.4768
H 3.9787 5.8788 -0.0021
H 2.1252 5.3056 -2.3630
H 2.8674 6.8809 -2.0018
H 1.6627 6.8747 -0.0681
H 2.2285 4.1974 0.0276
C 7.1689 -4.5849 -1.8163
C 6.9199 -5.2428 -3.1564
O 6.0825 -4.4149 -3.9638
O 5.9507 -4.3225 -1.1412
H 7.7721 -5.2314 -1.1781
H 7.7027 -3.6355 -1.9639
H 6.3790 -6.1792 -3.0211
H 7.8640 -5.4463 -3.6709
H 6.5887 -3.6388 -4.2242
H 5.3120 -4.0458 -1.8112
*
```

## Properties
Strongest force on any atom in eV/A: 1.27
ΔE to the lowest compared entry with this formula, charge and spin in kJ/mol: 0.0
Energy in eV: -67928.375
HOMO level in eV: -9.522
Gap between HOMO and LUMO in eV: 9.86


# C13H42BF4O8Ti

A molecular structure, C13H42BF4O8Ti (the ωB97M-V functional and the def2-TZVPD basis, the OMol25 dataset).

Geometry as ORCA input:
```
! RIJCOSX wB97M-V def2-TZVPD def2/J DEFGRID3
* xyz 0 4
Ti -14.4949 0.7865 -20.5262
B -13.5772 -1.7269 -22.4620
F -13.1725 -3.0350 -22.3138
F -12.9791 -1.0714 -23.5276
F -15.0016 -1.7339 -22.6359
F -13.3092 -1.0338 -21.2596
C -11.9833 -3.6965 -25.4574
O -11.4938 -2.3845 -25.5021
H -11.7356 -4.2093 -26.3867
H -11.3727 -4.2273 -24.7270
H -13.0543 -3.8526 -25.3277
H -11.7697 -1.8822 -24.7319
C -14.1486 -1.2032 -18.1654
O -15.2234 -0.5356 -18.7792
H -14.4644 -1.8942 -17.3838
H -13.6907 -1.7864 -18.9643
H -13.3359 -0.5634 -17.8218
H -15.9288 -1.1486 -18.5596
C -14.4074 -0.5428 -27.2325
O -14.8765 -0.9140 -25.9723
H -13.3236 -0.6274 -27.3120
H -15.0092 -1.1323 -27.9242
H -14.7774 0.4662 -27.4145
H -14.0954 -0.9562 -25.4158
C -8.6449 -3.6401 -21.5077
C -9.9552 -2.9973 -21.0024
O -10.1180 -1.7891 -21.7794
H -8.4504 -3.5512 -22.5765
H -8.4333 -4.6454 -21.1435
H -7.8303 -3.0795 -21.0491
H -9.8304 -2.6585 -19.9740
H -10.8109 -3.6626 -21.1171
H -11.0320 -1.6915 -22.0563
C -15.8826 -4.0854 -24.4336
C -16.5175 -5.4029 -25.0690
O -15.4432 -5.9965 -25.7186
H -15.8941 -3.2745 -25.1618
H -14.8544 -4.2746 -24.1252
H -16.5210 -3.7198 -23.6293
H -17.4132 -5.1928 -25.6534
H -16.7933 -6.1193 -24.2952
H -14.8128 -6.3757 -25.1018
C -9.9581 1.5942 -19.5931
C -11.2004 1.3085 -20.3572
O -12.4063 1.6479 -19.6820
H -8.9789 1.2473 -19.9233
H -10.0295 1.0010 -18.6815
H -9.9008 2.6669 -19.4085
H -11.1074 0.2820 -20.7119
H -11.2199 1.8934 -21.2768
H -12.2123 2.4625 -19.2125
C -17.5870 -1.9900 -20.8147
C -17.7442 -0.5094 -21.2874
O -16.5362 0.0107 -21.6758
H -16.8790 -1.9582 -19.9866
H -17.1725 -2.5910 -21.6241
H -18.5673 -2.3143 -20.4656
H -18.2431 0.0249 -20.4788
H -18.4782 -0.4306 -22.0895
H -16.2163 -0.5996 -22.3443
C -12.6720 3.0667 -24.0524
C -13.9408 3.0102 -23.2183
O -14.0830 1.7323 -22.6640
H -12.8230 2.4385 -24.9303
H -11.7629 2.8593 -23.4879
H -12.4751 4.0217 -24.5396
H -14.8101 3.3745 -23.7657
H -13.8931 3.5991 -22.3023
H -14.5353 1.1442 -23.2732
*
```

## Properties
Strongest force on any atom in eV/A: 3.38
Energy in eV: -65205.456
HOMO level (spin up / spin down) in eV: -4.685 / -9.520
Gap between HOMO and LUMO (spin up / spin down) in eV: 4.96 / 9.70


# C13H42CdF3N12O15S

A molecular structure, C13H42CdF3N12O15S (the ωB97M-V functional and the def2-TZVPD basis, the OMol25 dataset).

Geometry as ORCA input:
```
! RIJCOSX wB97M-V def2-TZVPD def2/J DEFGRID3
* xyz 1 1
Cd 12.4931 9.5898 9.9149
C 12.3459 11.8509 13.9213
F 11.4475 12.2171 14.8163
F 13.3299 12.7394 13.9094
F 12.9785 10.6841 14.3213
S 11.5326 11.6176 12.1481
O 12.7418 11.2357 11.3524
O 10.5057 10.6629 12.3347
O 11.0841 12.9512 11.8108
C 13.8836 11.6027 8.0679
O 13.7077 10.4209 8.3208
N 12.8761 12.5098 8.3575
N 14.9362 12.0584 7.4733
H 13.2737 13.4644 8.3092
H 12.4244 12.3129 9.2586
H 15.5907 11.3943 7.1315
H 15.3114 12.9899 7.6323
C 14.9801 7.4183 10.6615
O 13.9304 8.0515 10.7953
N 15.0841 6.3738 9.7444
N 16.1229 7.6786 11.2478
H 14.2749 5.9954 9.3347
H 15.9557 5.8588 9.6256
H 16.8243 6.9542 11.1285
H 16.2358 8.3061 12.0886
C 7.2788 13.4627 11.7934
O 6.2126 13.9647 11.6101
N 7.7233 12.1909 11.3050
N 8.1422 14.1966 12.6429
H 8.5057 11.7577 11.7817
H 7.0513 11.4907 11.0502
H 7.8132 15.0844 12.9261
H 9.1808 14.1915 12.4614
C 15.0213 14.3628 10.1850
O 15.4133 13.5705 9.3602
N 14.6837 15.6735 9.7741
N 14.9946 14.1209 11.5306
H 14.2089 16.3419 10.4074
H 15.0980 15.9241 8.9010
H 14.9767 13.1195 11.5859
H 14.4782 14.7345 12.1037
C 13.6003 10.6867 17.8419
O 13.7419 11.7896 17.3886
N 14.3903 10.1695 18.7692
N 12.6783 9.8940 17.3044
H 13.8978 9.6486 19.5377
H 15.0751 10.8308 18.9977
H 12.4438 8.9193 17.5827
H 12.2544 10.2063 16.4327
C 9.7294 10.6531 8.4619
O 10.4797 10.4938 9.4199
N 10.0202 11.2813 7.2722
N 8.5221 10.1696 8.5039
H 9.3072 11.2997 6.6208
H 10.9314 11.7060 7.1331
H 8.3388 9.7907 9.3967
H 8.0337 10.0312 7.6130
C 16.7536 11.4586 15.0604
C 15.9668 10.3258 14.5168
O 16.7839 9.4869 13.7203
O 17.3052 12.0880 13.9470
H 17.4731 11.2228 15.7974
H 16.1972 12.1597 15.6780
H 15.1396 10.5542 13.9382
H 15.5476 9.6558 15.2809
H 17.3427 9.9539 13.1076
H 18.1348 12.5236 14.1255
C 10.7448 7.3990 11.7922
C 9.3611 7.3269 12.3210
O 8.6256 8.3677 11.6839
O 10.7958 8.2625 10.6498
H 11.0919 6.4166 11.4150
H 11.4155 7.7377 12.6073
H 9.3182 7.4729 13.4168
H 8.9304 6.3497 12.1318
H 8.3141 8.8888 12.4248
H 10.0341 8.9291 10.6379
C 6.9395 11.7123 14.7218
C 7.0013 10.2053 14.9616
O 8.0554 9.6989 14.0429
O 8.3213 12.1127 14.9471
H 6.2289 12.2180 15.3804
H 6.5928 11.9158 13.7082
H 6.0996 9.6895 14.7175
H 7.3915 10.0647 15.9205
H 8.7303 10.4100 14.1170
H 8.4868 12.8966 14.4335
*
```

## Properties
Strongest force on any atom in eV/A: 3.92
Energy in eV: -86308.278
HOMO level in eV: -11.446
Gap between HOMO and LUMO in eV: 9.38


# C13H42MnO13

A molecular structure, C13H42MnO13 (the ωB97M-V functional and the def2-TZVPD basis, the OMol25 dataset).

Geometry as ORCA input:
```
! RIJCOSX wB97M-V def2-TZVPD def2/J DEFGRID3
* xyz 1 7
Mn 1.7431 1.3871 -2.8165
C -0.0009 -0.9434 0.0211
C 0.6040 -0.1347 -1.1043
O 1.7084 0.3991 -0.9272
O 0.0798 0.0372 -2.2522
H -1.0706 -1.0701 -0.1460
H 0.1034 -0.4254 0.9744
H 0.6048 -1.8495 0.0105
C 0.4121 5.1567 -1.5501
C 0.9905 3.7929 -1.9846
O 0.3294 3.0721 -2.7515
O 2.0692 3.2446 -1.6354
H 0.9543 5.8951 -2.1407
H 0.5454 5.3317 -0.4825
H -0.6565 5.2750 -1.7296
C -0.5317 0.5155 4.1553
O 0.6635 1.2921 4.1561
H -1.3497 0.8648 3.5253
H -0.3135 -0.4810 3.7712
H -1.0213 0.5710 5.1276
H 0.9973 1.3780 3.2601
C 2.5123 -1.6545 4.1303
O 1.7246 -2.3457 3.1382
H 2.4833 -0.6321 3.7536
H 2.1486 -1.5505 5.1525
H 3.5598 -1.9557 4.1381
H 2.1441 -2.1917 2.2886
C -2.0135 2.2688 0.5513
O -3.2889 2.9407 0.8671
H -1.6340 2.5643 -0.4268
H -1.2525 2.6580 1.2278
H -2.1198 1.1853 0.6042
H -3.3967 3.0528 1.8144
C -1.6370 0.1710 -5.4571
O -0.7294 -0.0300 -6.5675
H -1.2074 0.9171 -4.7885
H -2.6240 0.5654 -5.6989
H -1.7182 -0.7465 -4.8743
H -0.5105 0.8130 -6.9713
C -3.9358 0.1763 -1.6855
O -2.8716 -0.6020 -2.2313
H -3.8509 1.2113 -2.0168
H -4.9105 -0.1933 -2.0040
H -3.8652 0.2663 -0.6015
H -2.0749 -0.0814 -2.3570
C -1.1477 -4.4226 1.6935
O 0.0290 -5.1612 2.0004
H -1.8879 -4.4295 2.4936
H -0.8856 -3.4387 1.3045
H -1.6874 -5.0210 0.9596
H 0.6824 -4.6367 2.4689
C 4.3729 -1.2874 0.5196
O 3.1063 -1.7148 0.8895
H 4.8623 -2.1520 0.0712
H 4.4240 -0.5601 -0.2907
H 4.9714 -0.9808 1.3774
H 2.4301 -1.2267 0.4139
C -1.7240 -4.1299 -1.9029
O -2.9334 -3.6602 -1.3508
H -1.6627 -5.2057 -1.7382
H -1.7848 -3.9804 -2.9809
H -0.8019 -3.6799 -1.5350
H -3.0515 -2.7562 -1.6512
C 2.5428 3.3649 1.8390
O 2.2790 1.9419 1.6517
H 3.6052 3.6022 1.7835
H 2.1595 3.9116 0.9774
H 2.2198 3.7288 2.8144
H 2.0892 1.7785 0.7250
*
```

## Properties
Strongest force on any atom in eV/A: 3.58
Energy in eV: -72087.565
HOMO level (spin up / spin down) in eV: -11.953 / -11.952
Gap between HOMO and LUMO (spin up / spin down) in eV: 8.08 / 2.54


# C13H42O13

8 unconnected molecules or ions with the total composition C13H42O13 (the ωB97M-V functional and the def2-TZVPD basis, the OMol25 dataset).

Geometry as ORCA input:
```
! RIJCOSX wB97M-V def2-TZVPD def2/J DEFGRID3
* xyz 1 2
C 2.8263 -0.1370 2.5480
O 1.4236 0.1048 2.7900
H 3.0638 0.5656 1.7492
H 3.4685 0.0796 3.4017
H 2.8504 -1.2112 2.3650
H 1.3350 0.5731 3.6233
C -0.7553 -2.3006 4.9000
O -0.0058 -1.4993 5.8165
H -0.2810 -2.1597 3.9287
H -0.5935 -3.3525 5.1352
H -1.8001 -2.0444 4.7245
H -0.0284 -1.8101 6.7245
C -0.3145 -0.0820 -0.2532
O -0.8774 -0.3644 1.0490
H -1.0434 0.5529 -0.7569
H 0.6299 0.4570 -0.1779
H -0.2146 -0.9737 -0.8720
H -0.2441 -0.1633 1.7419
C -4.8849 0.8847 2.7943
C -3.6356 0.8882 3.7023
O -2.3818 1.2059 2.9838
O -4.8925 2.0712 2.0418
H -5.8534 0.5837 3.1938
H -4.6182 0.0086 2.2031
H -3.6913 -0.1205 4.1116
H -3.8603 1.5144 4.5657
H -2.1275 0.5794 2.3023
H -5.5107 2.6959 2.4280
C -1.0064 3.2475 0.9212
C -0.3379 4.2536 0.0234
O -1.2684 4.7412 -0.8905
O -1.8885 3.9469 1.8504
H -0.3495 2.4159 1.1761
H -1.7848 2.7612 0.3332
H 0.5109 3.8065 -0.4939
H 0.1457 5.0770 0.5490
H -2.0415 4.2250 -0.6511
H -2.2709 3.1935 2.3063
C 2.2903 -3.4646 -1.5292
C 1.6056 -2.8075 -2.7992
O 2.2808 -1.6721 -3.3864
O 1.6057 -4.7334 -1.1535
H 2.1212 -2.7890 -0.6907
H 3.3759 -3.5257 -1.6060
H 0.5770 -2.5089 -2.5971
H 1.3907 -3.4830 -3.6273
H 1.8740 -1.5236 -4.2433
H 2.0914 -5.0720 -0.3978
C -1.6434 0.2221 -3.5859
C -2.6587 -0.9076 -3.7051
O -3.7524 -0.5498 -4.4970
O -1.2277 0.4781 -4.9995
H -0.8212 -0.1409 -2.9691
H -2.0388 1.1333 -3.1370
H -2.9901 -1.0787 -2.6809
H -2.1876 -1.7758 -4.1660
H -4.5457 -0.3240 -4.0057
H -1.9990 0.8681 -5.4173
C 5.2224 -0.2911 -2.6264
C 4.3147 -0.1879 -1.4049
O 3.1071 0.5115 -1.7729
O 5.7595 0.9743 -3.0457
H 4.7255 -0.8494 -3.4198
H 6.1775 -0.7125 -2.3128
H 4.7399 0.4891 -0.6640
H 4.1780 -1.2321 -1.1240
H 2.7067 -0.1316 -2.3627
H 6.0282 0.8702 -3.9615
*
```

## Properties
Strongest force on any atom in eV/A: 3.11
Energy in eV: -40763.790
HOMO level (spin up / spin down) in eV: -11.608 / -11.608
Gap between HOMO and LUMO (spin up / spin down) in eV: 8.97 / 2.20